Entry 1:
A structure of composition C23H23Cl5O4PPdS. Source: the Open Molecules 2025 dataset; level of theory: wB97M-V/def2-TZVPD.

Structure (XYZ):
```
58
Properties=species:S:1:pos:R:3:forces:R:3:lowdin_charge:R:1
Pd -0.73666 -0.22660 0.77051 0.2 0.1 0.3 0.84
Cl -1.72959 -1.56956 6.22330 0.0 0.0 0.0 0.87
Cl 0.82248 -3.28308 6.14164 0.0 0.1 -0.1 0.99
Cl 1.84869 -1.75473 1.13478 -0.1 -0.1 0.2 0.86
Cl -2.51811 0.09483 3.70628 0.1 -0.1 -0.1 0.86
Cl 2.65955 -3.40760 3.66623 0.0 0.0 0.0 0.86
S -0.31612 1.31964 -2.15191 0.3 0.1 -0.1 1.09
P -2.57443 -1.52564 0.50958 -0.2 -0.1 -0.4 0.58
O -2.41819 -2.23836 -0.85931 -0.2 0.0 0.0 -0.24
O -1.07580 0.40380 -1.18052 -0.3 0.0 0.2 -0.67
O -3.84845 -0.66056 0.43051 0.1 0.1 0.1 -0.24
O -2.79039 -2.54777 1.65569 0.2 0.1 0.3 -0.28
C 0.97047 2.02789 0.21657 -0.2 0.1 0.1 -0.26
C 0.88231 -1.74369 2.53815 0.3 -0.1 0.1 -0.65
C 1.39373 1.78069 -4.78430 0.0 -0.1 0.1 -0.05
C 3.47372 2.88515 -5.26551 0.0 0.0 0.0 -0.04
C -1.13483 -0.88988 3.70320 0.0 0.0 0.2 -0.69
C 1.25766 -2.46808 3.64518 0.0 0.0 -0.1 -0.69
C -0.78931 -1.60568 4.82715 -0.1 0.1 -0.1 -0.68
C 2.15626 2.60108 -5.60073 0.1 0.0 0.0 -0.04
C 1.94694 1.24584 -3.62189 0.1 0.1 0.0 -0.32
C 0.41242 -2.41361 4.80369 0.0 -0.1 0.1 -0.60
C 2.77079 1.34976 1.70580 0.0 0.0 -0.1 -0.03
C -0.35681 -0.98697 2.49142 -0.1 0.2 -0.4 -0.26
C 0.56737 1.62215 2.60275 0.0 -0.2 0.0 -0.05
C 1.11872 0.37356 -2.72136 -0.1 0.0 0.0 -0.27
C 0.50209 2.56333 -1.10491 -0.1 0.0 0.0 -0.23
C 3.27004 1.53161 -3.29258 -0.1 0.0 0.0 -0.06
C -4.07928 -2.98477 2.22894 0.0 -0.1 -0.1 0.01
C 4.03394 2.34398 -4.11541 0.0 0.0 -0.1 -0.04
C 2.30160 1.69584 0.43058 0.2 -0.1 0.1 0.01
C 0.07954 1.97390 1.30934 0.0 -0.1 -0.1 -0.08
C 1.91461 1.32005 2.78999 0.0 0.0 0.0 -0.06
C -4.31901 0.14846 -0.70595 -0.1 -0.1 -0.1 0.01
C -1.59231 -3.40671 -1.13035 0.0 0.0 0.0 -0.01
H 3.82454 1.14401 1.84258 0.0 0.0 0.0 0.14
H -4.06192 -4.06903 2.21954 0.0 0.0 0.0 0.11
H 3.00545 1.77410 -0.38847 0.0 0.0 0.0 0.12
H -1.68457 -3.58629 -2.19509 0.0 0.0 0.0 0.11
H -4.12147 -2.59995 3.24281 0.0 0.0 0.0 0.09
H -0.09635 1.72663 3.45038 0.0 0.0 0.0 0.11
H 5.06785 2.54718 -3.87200 0.0 0.0 0.0 0.12
H 1.31975 2.97537 -1.69852 0.0 0.0 0.0 0.12
H -1.97185 -4.25388 -0.56566 0.0 0.0 0.0 0.10
H -3.47199 0.62740 -1.18537 0.0 0.0 0.0 0.07
H -4.90209 -2.60091 1.63499 0.0 0.0 0.0 0.10
H -5.00100 0.87332 -0.27754 0.0 0.0 0.0 0.11
H -0.24463 3.34718 -0.97165 0.0 0.0 0.0 0.12
H 3.71915 1.08006 -2.41416 0.0 0.0 0.0 0.10
H -0.55644 -3.19287 -0.87001 0.0 0.0 0.0 0.08
H -0.90275 2.43123 1.22854 0.0 0.0 0.0 0.14
H 0.37369 1.54268 -5.06557 0.0 0.0 0.0 0.12
H 4.06899 3.51836 -5.90861 0.0 0.0 0.0 0.12
H 1.72975 3.01061 -6.50592 0.0 0.0 0.0 0.12
H 2.29171 1.11228 3.78272 0.0 0.0 0.0 0.13
H 1.66821 0.01887 -1.84602 0.0 0.0 0.0 0.09
H -4.83523 -0.51406 -1.39378 0.0 0.0 0.0 0.11
H 0.67753 -0.48054 -3.23974 0.0 0.0 0.0 0.11
```
Positions in Å, forces in eV/Å.

Output
Electronic energy ... -4358.515871 Ha
Total charge ... +3
LUMO level (alpha / beta) ... -13.5 / -13.5 eV
Relative energy (zero: lowest compared OMol25 entry of this formula, charge and spin) ... 0.0000 eV

Entry 2:
A structure of composition C23H23CuN at a distorted geometry. Source: the Open Molecules 2025 dataset; level of theory: wB97M-V/def2-TZVPD.

Structure (XYZ):
```
48
Properties=species:S:1:pos:R:3:forces:R:3:lowdin_spin:R:1
Cu 2.66690 0.99020 -1.69806 3.1 0.8 6.9 0.04
N -0.11275 -1.07648 1.74858 -0.7 -0.1 0.0 0.00
C 1.14586 -0.67885 2.06077 -0.3 1.1 0.6 0.00
C -0.34151 -0.66214 -2.47202 -0.8 0.0 -0.9 0.07
C 0.96274 2.10601 -3.21945 0.0 0.6 -0.4 0.01
C -1.17724 -0.42970 2.21205 1.2 -0.5 -0.1 0.00
C -1.04212 0.54706 3.23324 0.4 0.3 0.0 0.00
C -2.73143 -0.85920 0.25332 0.0 -0.1 -0.1 0.06
C -4.80158 -1.47533 2.05808 0.1 0.1 -0.3 0.00
C 0.21832 0.99563 3.57260 -0.6 -0.2 0.0 0.00
C 0.94378 0.86551 -0.99087 -5.7 -1.5 3.1 0.04
C 2.65401 1.00522 3.00341 0.5 -0.1 0.0 0.00
C 3.69533 0.48367 2.24981 -0.4 0.4 0.4 0.00
C 2.26059 -0.11521 -2.97132 -1.8 -1.3 -4.8 -0.01
C -3.97912 -1.26541 -0.21823 -0.3 0.0 0.5 0.00
C 3.49005 -0.64538 1.42635 -0.6 -0.4 0.1 0.00
C -2.50757 -0.78408 1.63971 -0.4 -0.1 0.3 0.00
C -0.29331 -0.16885 -1.06236 6.1 0.5 -0.8 0.54
C 1.04610 -1.05276 -3.09889 -0.2 -0.4 1.2 0.04
C -3.55968 -1.05238 2.53496 0.1 -0.1 -0.5 0.00
C 2.24678 -1.24818 1.37078 0.3 0.1 0.0 0.00
C 1.35556 0.44632 2.93796 0.2 -0.7 -0.9 0.00
C 2.22582 1.28950 -3.34095 -0.2 -0.1 -5.8 0.10
C -5.01498 -1.58557 0.67808 0.5 0.1 0.0 0.00
C 0.47415 2.10352 -1.74648 -0.1 0.8 0.1 0.01
H -0.82711 0.09906 -3.10717 0.2 -0.3 0.0 0.01
H -4.15326 -1.32845 -1.29381 0.0 0.0 0.3 0.00
H -1.92896 -0.56493 -0.48003 -1.1 -0.3 1.1 0.03
H 0.88019 -1.28762 -4.16597 0.2 0.3 0.2 0.00
H 0.16755 1.76170 -3.89976 0.3 -0.1 0.2 0.00
H 0.83679 3.01766 -1.24958 0.0 -0.1 -0.2 0.00
H 1.17529 3.14593 -3.51530 0.0 -0.3 -0.1 0.00
H -1.95297 0.94844 3.67005 0.3 0.2 0.0 0.00
H 1.04850 1.07060 0.08372 0.1 0.3 0.1 0.00
H 0.35532 1.79650 4.29704 -0.1 -0.1 -0.1 0.00
H -0.11068 -0.98453 -0.36021 -0.4 0.2 0.0 0.02
H 1.34620 -2.01084 -2.64161 -0.1 0.2 -0.1 0.00
H 2.80107 1.87607 3.64670 0.1 -0.2 -0.2 0.00
H 2.90905 1.61736 -4.13120 0.1 -0.1 0.3 0.01
H 4.31212 -1.04336 0.83116 -0.2 0.1 0.2 0.00
H 3.13962 -0.67926 -3.31864 0.1 0.4 0.2 0.00
H -5.59768 -1.72171 2.76235 0.2 0.1 -0.2 0.00
H -0.62287 2.16022 -1.71763 0.3 0.1 -0.1 0.00
H -0.98452 -1.55647 -2.51845 0.1 0.2 -0.2 0.00
H 2.05421 -2.12924 0.75733 0.1 0.3 0.1 0.00
H -3.37607 -0.95021 3.60401 -0.1 -0.1 -0.2 0.00
H 4.68414 0.94378 2.29121 -0.3 -0.1 0.0 0.00
H -5.98062 -1.91384 0.29471 0.2 0.1 0.1 0.00
```
Positions in Å, forces in eV/Å.

Output
Electronic energy ... -2585.186132 Ha
Multiplicity ... 2
Total charge ... 0
LUMO level (alpha / beta) ... -0.2 / -0.2 eV
Relative energy (zero: lowest compared OMol25 entry of this formula, charge and spin) ... 0.0000 eV

Entry 3:
A structure of composition C23H23EuF3N8O3SSe at a distorted geometry. Source: the Open Molecules 2025 dataset; level of theory: wB97M-V/def2-TZVPD.

Structure (XYZ):
```
63
Properties=species:S:1:pos:R:3:forces:R:3:lowdin_spin:R:1
Eu -0.03301 0.21583 -0.39579 2.3 2.0 4.8 6.97
Se -1.04019 2.84508 -3.41990 0.8 0.0 -0.1 0.01
S -1.36290 -0.80141 -2.47074 -0.6 -0.8 -1.0 0.00
F -1.35351 -2.49910 -4.49848 0.0 0.1 -0.1 0.00
F -0.13625 -3.05760 -2.79309 -0.2 0.0 -0.2 0.00
F -2.29201 -3.25241 -2.70211 -0.1 0.1 0.0 0.00
O 0.03788 -0.36046 -2.49506 0.0 -0.9 -2.7 0.00
O -2.27261 0.01288 -3.20461 -0.3 -0.4 -0.4 0.00
O -1.72281 -1.02074 -1.06042 -2.1 -1.6 -1.0 0.00
N 1.25919 2.36081 0.19811 0.7 0.7 0.3 0.00
N 0.92790 -2.13150 0.02489 0.4 -0.6 -0.1 0.00
N -2.36661 -1.94933 5.16183 0.0 0.0 0.1 0.00
N -2.73175 3.06508 -3.23245 -1.1 0.2 0.0 0.01
N -0.38399 -0.12869 2.45232 -0.2 -0.1 0.5 0.00
N -0.79055 2.17790 -1.80974 -0.4 0.4 0.0 -0.01
N -2.14029 1.58556 0.01058 -0.9 0.5 0.4 -0.01
N 2.40914 0.03257 -0.58354 0.9 -0.1 -0.1 -0.01
C 4.47781 1.13046 -1.02619 0.0 0.0 0.0 0.00
C 1.71692 -4.70429 -0.68393 0.0 0.1 0.0 0.00
C 3.01082 -1.15701 -0.70312 0.1 0.2 0.0 0.00
C -1.50078 -0.88089 4.55330 0.3 0.3 -0.4 0.00
C 3.11584 1.15537 -0.74998 0.1 -0.2 0.1 0.00
C 2.37131 2.42903 -0.55602 -0.1 0.1 0.2 0.00
C -3.08091 2.61387 -2.03593 0.5 -0.2 0.0 0.00
C -1.25242 -1.13500 3.05950 0.0 0.1 0.0 0.00
C 0.63444 3.50517 0.48032 0.0 -0.1 0.0 0.00
C 2.82502 3.62458 -1.10022 0.0 0.0 -0.1 0.00
C -1.99099 2.11302 -1.23539 -0.1 0.7 -0.6 0.00
C 0.48067 -4.48359 -0.10184 0.0 -0.1 0.0 0.00
C -4.51912 1.97524 -0.27082 -0.3 0.2 -0.4 0.00
C 4.37361 -1.25628 -0.95591 0.0 -0.1 0.0 0.00
C 2.54884 -3.62075 -0.90683 0.1 0.0 -0.1 0.00
C 2.13562 -2.34915 -0.52753 -0.1 -0.1 0.2 0.00
C -1.30067 -2.51530 -3.18479 0.2 0.0 0.2 0.00
C 0.13139 -3.18435 0.21606 0.0 0.1 0.0 0.00
C 1.04220 4.74226 0.01512 0.0 0.1 0.0 0.00
C -4.38758 2.52438 -1.51539 -0.2 -0.1 0.3 0.01
C 2.14773 4.79895 -0.81650 0.0 -0.1 0.0 0.00
C -3.38366 1.53959 0.44345 0.6 -0.1 0.1 0.01
C 5.11018 -0.09654 -1.12409 -0.1 0.0 0.0 0.00
H -2.49262 -1.79396 6.16401 0.0 0.0 0.1 0.00
H 2.48780 5.73781 -1.23197 0.0 0.0 0.0 0.00
H 3.50184 -3.77107 -1.39283 0.0 0.0 0.0 0.00
H -2.00460 0.07249 4.70688 -0.1 0.0 0.1 0.00
H -3.51675 1.12993 1.43977 -0.1 0.0 0.0 0.00
H -5.23078 2.86028 -2.10345 0.0 0.0 0.0 0.00
H 0.55368 -0.21142 2.83305 0.1 0.0 -0.1 0.00
H -0.20748 -5.29847 0.07476 0.0 0.0 0.0 0.00
H 5.04018 2.04652 -1.13028 0.0 0.0 0.0 0.00
H 2.02754 -5.70076 -0.96682 0.0 0.0 0.0 0.00
H -0.55751 -0.86427 5.09682 -0.1 -0.1 0.1 0.00
H -0.71177 0.80021 2.70292 0.0 0.1 -0.2 0.00
H -2.20367 -1.14394 2.52015 0.0 -0.1 0.0 0.00
H -3.29568 -1.96969 4.73796 -0.1 0.0 -0.1 0.00
H -5.49724 1.86210 0.17474 0.0 0.0 0.0 0.00
H -0.24694 3.42031 1.10550 0.0 0.0 0.0 0.00
H 3.68886 3.64056 -1.74939 0.0 0.0 0.0 0.00
H 4.86394 -2.21769 -0.99695 0.0 0.0 0.0 0.00
H -0.77940 -2.11118 2.93226 -0.1 0.0 -0.1 0.00
H 6.17196 -0.14690 -1.32296 0.0 0.0 0.0 0.00
H 0.49638 5.63614 0.28232 0.0 0.0 0.0 0.00
H -0.84923 -2.96385 0.62312 0.0 0.0 0.0 0.00
H -1.95237 -2.87634 5.04534 0.0 -0.1 0.0 0.00
```
Positions in Å, forces in eV/Å.

Output
Electronic energy ... -5363.155050 Ha
Multiplicity ... 8
Total charge ... +2
LUMO level (alpha / beta) ... -5.8 / -5.8 eV